Record 1
7
Properties=species:S:1:pos:R:3:mulliken_charge:R:1 method="wB97M-V/def2-TZVPD" relative_energy_kcal_mol=0.0 charge=0 smiles="S=C1SS1.O" fmax_ev_per_a=3.40 gap_ev=8.4 e_tot_ev=-35621.0355
C 1.32691 0.22890 -0.27186 0.36
O -1.86202 -0.03853 0.13142 -0.60
S 1.60319 -1.20831 0.57741 -0.06
S 1.83117 -0.90143 -1.48024 -0.09
S 1.13555 1.81135 -0.11336 -0.22
H -2.72319 -0.38821 0.49676 0.31
H -1.31161 0.49624 0.65988 0.29

Record 2
6
Properties=species:S:1:pos:R:3:mulliken_charge:R:1 method="wB97M-V/def2-TZVPD" relative_energy_kcal_mol=17.9 charge=0 smiles="S=CSS" fmax_ev_per_a=2.79 gap_ev=8.5 e_tot_ev=-33574.0604
C -0.29014 0.93919 0.29318 -0.08
S -0.64671 2.23792 1.20407 -0.22
S 1.03371 -1.58641 -0.79762 -0.22
S 1.14177 0.03046 0.55602 0.08
H -1.06367 0.59244 -0.55729 0.26
H -0.17498 -2.21360 -0.69836 0.17

Record 3
6
Properties=species:S:1:pos:R:3:mulliken_charge:R:1 method="wB97M-V/def2-TZVPD" relative_energy_kcal_mol=7.6 charge=0 fmax_ev_per_a=2.83 gap_ev=9.5 e_tot_ev=-33574.5044
C 1.69503 -0.02839 0.37600 0.51
S 1.85067 -1.42333 -0.23127 -0.27
S -1.19422 0.37008 -0.24364 -0.30
S 1.67337 1.32473 1.07621 -0.26
H -2.54934 0.65913 -0.12477 0.16
H -1.47550 -0.90222 -0.85253 0.16

Record 4
48
Properties=species:S:1:pos:R:3:mulliken_charge:R:1 method="wB97M-V/def2-TZVPD" relative_energy_kcal_mol=0.0 charge=0 fmax_ev_per_a=2.40 gap_ev=8.9 e_tot_ev=-41056.3905
C -1.79734 -0.97923 3.23485 -0.02
S -0.27372 -0.59740 4.21985 -0.23
H -2.21354 0.03075 3.28424 0.17
H -1.39807 -1.05163 2.23013 -0.31
H -2.48202 -1.73540 3.58815 0.38
H 0.59205 -1.35064 3.53260 0.11
H 1.15159 1.52025 0.61761 0.37
H 2.27716 1.75573 1.67663 0.22
O 1.34382 1.88396 1.48530 -0.52
H 1.10735 -3.27727 2.50832 0.28
H 1.32252 -2.74573 1.02218 0.37
O 1.12798 -2.50167 1.94394 -0.55
H -3.68237 1.95519 0.99881 0.30
H -3.79144 1.03186 -0.31750 0.32
O -4.00645 1.85898 0.10857 -0.66
H -0.20088 -3.20591 -3.72110 0.30
H -0.89768 -3.96698 -2.73488 0.32
O -0.73576 -3.02916 -2.92940 -0.60
H 1.09199 3.09451 -1.35344 0.27
H 0.06161 2.10918 -1.53785 0.44
O 1.02983 2.21193 -1.74096 -0.64
H -0.85898 3.73075 1.28688 0.32
H 0.53075 3.82524 0.54571 0.25
O -0.38774 3.60382 0.44802 -0.62
H 1.53599 0.74440 -3.11291 0.33
H 2.19880 1.86464 -3.84890 0.32
O 2.11303 0.91161 -3.83961 -0.66
H -2.20110 -0.97645 -2.10804 0.26
H -3.77733 -0.39628 -2.33553 0.24
O -2.94287 -0.40718 -1.88864 -0.63
H -0.98021 2.79776 3.57770 0.27
H -0.52451 1.74095 2.56459 0.21
O -1.15311 2.46283 2.69260 -0.54
H 1.22200 -2.94730 -1.63905 0.37
H 2.25588 -2.26577 -0.89903 0.30
O 1.57569 -2.94181 -0.73902 -0.81
H 2.88628 -0.32627 -2.40038 0.32
H 1.87629 0.03644 -1.19552 0.29
O 2.53538 -0.57230 -1.53516 -0.53
H -2.23323 1.26034 -1.60530 0.36
H -1.61643 2.28695 -0.45869 0.38
O -1.69099 2.02114 -1.37695 -0.67
H -0.24181 -2.43911 -0.72883 0.37
H -0.34752 -1.30359 0.26895 0.05
O -0.76968 -1.67133 -0.51268 -0.42
H 3.22289 -1.88314 0.80058 0.27
H 4.02776 -0.61017 1.02541 0.29
O 4.11818 -1.55749 0.89775 -0.62

Record 5
53
Properties=species:S:1:pos:R:3:mulliken_charge:R:1 method="wB97M-V/def2-TZVPD" relative_energy_kcal_mol=28.1 charge=-1 fmax_ev_per_a=2.59 gap_ev=8.5 e_tot_ev=-40478.5309
C 0.07906 -0.26352 -0.20382 0.04
O 0.09675 -1.06172 -1.14483 -0.57
O -0.97292 0.58417 -0.05659 1.23
O 1.01193 -0.22918 0.63937 0.33
H -1.79911 0.30337 -0.44925 -0.31
O 0.32520 -3.33211 0.66392 -0.68
H -0.45448 -2.79406 0.73128 0.32
H 0.67142 -3.30639 -0.23725 0.33
O 2.86349 -2.29768 -0.20231 -0.63
H 2.12724 -1.63615 -0.37056 0.08
H 3.02893 -2.86607 -0.93627 0.25
O -3.71886 -0.22324 -0.20442 -0.67
H -4.32859 -0.74150 0.29442 0.29
H -3.38048 -0.81393 -0.87428 0.28
O 2.53349 0.02723 4.05123 -0.65
H 2.13859 -0.53479 3.34249 0.39
H 2.47606 -0.41062 4.89407 0.25
O 3.47078 0.45724 1.25030 -0.69
H 4.10336 0.16508 0.56741 0.26
H 2.54339 0.22606 0.93429 0.44
O -2.82685 0.56916 2.25081 -0.59
H -3.06230 0.42546 1.36914 0.30
H -3.63499 0.74056 2.70988 0.28
O 2.35941 0.25752 -2.02363 -0.66
H 1.62385 -0.18743 -1.55722 -0.11
H 3.09142 -0.33126 -2.07050 0.29
O -0.39213 -0.25085 2.90852 -0.71
H -1.30519 -0.10941 2.57182 0.44
H 0.12478 -0.30585 2.08500 -0.05
O -2.21788 -1.77592 -1.89947 -0.74
H -1.31999 -1.61396 -1.58623 0.34
H -2.11842 -1.72316 -2.87926 0.28
O 1.55717 -2.34187 2.90221 -0.74
H 1.14618 -2.42889 2.03298 0.38
H 2.51150 -2.45626 2.80724 0.31
O -1.70355 2.79984 -1.84241 -0.67
H -1.26346 2.00642 -2.08685 0.29
H -1.07542 3.52590 -1.89912 0.32
O -3.38222 2.95365 0.33564 -0.55
H -3.29684 3.90008 0.45240 0.29
H -2.72656 2.78351 -0.34089 0.33
O -0.93737 0.67376 -3.42749 -0.69
H -0.00422 0.62471 -3.29691 0.35
H -1.26653 -0.15998 -3.72680 0.23
O 1.10057 -1.77448 -3.77557 -0.61
H 2.03459 -1.71917 -3.61634 0.30
H 0.74952 -2.05608 -2.92471 0.34
O -0.34626 2.70654 1.53178 -0.80
H -0.69332 1.87737 1.19188 0.30
H -0.79483 3.43266 1.03432 0.32
O 2.06896 3.10182 0.20128 -0.67
H 1.19448 2.75449 0.58732 0.36
H 1.99064 2.84896 -0.70800 0.28

Record 6
53
Properties=species:S:1:pos:R:3:mulliken_charge:R:1 method="wB97M-V/def2-TZVPD" relative_energy_kcal_mol=42.0 charge=-1 fmax_ev_per_a=3.77 gap_ev=8.0 e_tot_ev=-40477.9293
C -0.08462 -0.12185 0.34474 0.15
O -0.01893 -0.97012 1.24108 -0.33
O 0.57032 -0.30317 -0.78818 0.51
O -0.80871 0.89100 0.43322 0.03
H 0.43736 0.40904 -1.43763 -0.21
O 1.19439 2.32578 1.61807 -0.76
H 0.76064 1.68947 1.03277 0.19
H 1.95555 2.74729 1.27586 0.28
O -1.70250 3.33629 2.33371 -0.73
H -1.57932 2.47372 2.77710 0.45
H -1.90049 3.09556 1.43231 0.28
O 2.32876 -0.86808 3.04661 -0.46
H 3.19726 -1.14419 3.25167 0.21
H 2.29540 -0.09200 3.63414 0.24
O -2.19353 -0.10068 -2.25825 -0.61
H -1.61638 -0.66559 -2.83381 0.28
H -2.06769 0.79293 -2.43133 0.25
O 3.35812 -0.40123 -1.95519 -0.68
H 3.25665 -0.52937 -0.98880 0.40
H 2.70520 -0.85184 -2.46206 0.34
O 0.63243 2.56782 -1.88265 -0.64
H 1.58163 2.83733 -1.91277 0.23
H 0.25602 2.14806 -2.74022 0.31
O 1.48557 -2.23663 -2.64756 -0.73
H 0.56810 -1.98673 -2.54951 0.31
H 1.46298 -3.19431 -2.56909 0.31
O -2.70185 2.75006 -0.19314 -0.74
H -2.05367 2.04008 -0.18933 0.40
H -3.59472 2.32086 -0.22560 0.28
O -2.94174 -1.41487 0.65900 -0.66
H -3.44388 -1.38680 -0.20299 0.30
H -2.09544 -1.03008 0.44229 0.27
O -0.66019 -2.77465 -1.27841 -0.68
H -1.58073 -2.67350 -1.47122 0.29
H -0.48834 -2.77595 -0.36562 0.24
O 0.39080 -2.41493 3.82204 -0.70
H 0.55101 -3.34590 3.66030 0.26
H 0.64148 -1.87413 3.04199 0.27
O 0.62369 1.25435 -4.12154 -0.66
H 1.46545 0.94297 -3.92557 0.32
H 0.84332 2.09594 -4.49776 0.30
O -0.11692 4.30718 0.08245 -0.70
H 0.05657 3.74488 -0.65284 0.44
H 0.17441 3.69120 0.80194 0.39
O 2.25361 -2.31539 -0.12694 -0.83
H 1.87148 -2.05387 -0.95267 0.21
H 1.74181 -1.66058 0.40110 0.39
O -1.60048 0.67214 2.97677 -0.70
H -1.27002 0.22752 2.22668 0.28
H -1.79968 -0.08125 3.57672 0.23
O -0.48171 -3.63580 1.28739 -0.75
H -0.44850 -2.65583 1.32473 0.55
H -1.40998 -3.80216 0.93600 0.38

Record 7
53
Properties=species:S:1:pos:R:3:mulliken_charge:R:1 method="wB97M-V/def2-TZVPD" relative_energy_kcal_mol=5.4 charge=-1 fmax_ev_per_a=2.79 gap_ev=8.6 e_tot_ev=-36415.1762
C -2.93066 1.63922 -11.61901 -0.46
O -1.58547 2.05073 -11.75776 0.46
H -3.15312 1.51230 -10.57433 0.70
H -3.08805 0.77344 -12.22577 -0.54
H -3.55615 2.40504 -11.99324 0.64
O -5.73272 2.52113 -10.63870 -0.82
H -5.22596 3.05863 -10.07388 0.58
H -5.05188 1.92855 -10.97980 0.02
O -3.47530 4.91812 -14.02628 -0.76
H -2.96421 4.78573 -13.22003 0.36
H -4.33236 4.57480 -13.83859 0.36
O -3.88696 -1.67174 -11.78484 -0.70
H -3.17727 -1.46984 -12.41361 0.42
H -4.46849 -0.93079 -12.01004 0.40
O 0.95133 2.92503 -11.72778 -0.72
H 1.06512 3.87726 -11.80498 0.28
H -0.00098 2.79125 -11.72216 0.27
O -2.94996 -0.87331 -14.31495 -0.55
H -3.05558 -1.64380 -14.82701 0.24
H -3.75455 -0.37684 -14.29394 0.34
O -4.53558 1.45061 -14.52681 -0.79
H -4.92414 2.17528 -14.07741 0.41
H -3.62100 1.58660 -14.26392 0.38
O 1.25029 1.24839 -13.82848 -0.65
H 0.99494 1.83008 -13.06774 0.38
H 2.20169 1.16540 -13.62871 0.28
O -0.42195 -0.30620 -12.10469 -0.74
H -0.89623 0.54397 -12.02249 0.10
H 0.31540 -0.14135 -12.70232 0.41
O -1.51733 2.30112 -14.43004 -0.64
H -1.21947 3.20735 -14.40461 0.29
H -1.47620 1.95555 -13.55096 0.21
O -4.90848 0.21263 -9.33498 -0.59
H -3.96088 0.25861 -9.07048 0.34
H -5.37490 0.84655 -8.79209 0.27
O -2.22496 0.59179 -8.01698 -0.67
H -1.89667 1.43616 -8.31913 0.40
H -2.29986 0.60248 -7.04205 0.26
O -5.73568 3.45980 -13.24249 -0.58
H -5.96985 3.24529 -12.31975 0.30
H -6.51994 3.75460 -13.62328 0.22
O -2.05872 4.69552 -11.88479 -0.96
H -1.28559 4.69647 -12.49399 0.31
H -2.21268 3.74673 -11.79200 -0.14
O -1.38271 2.87353 -9.15889 -0.91
H -1.49152 2.42487 -9.98724 0.46
H -0.78932 3.61383 -9.29324 0.29
O -5.90844 0.07064 -12.05081 -0.70
H -6.20109 0.70053 -11.38677 0.32
H -6.07132 0.44357 -12.91520 0.33
O -3.79197 3.90588 -9.50560 -0.81
H -2.88748 3.62108 -9.30679 0.35
H -3.55751 4.40239 -10.31317 0.34

Record 8
56
Properties=species:S:1:pos:R:3:mulliken_charge:R:1 method="wB97M-V/def2-TZVPD" relative_energy_kcal_mol=21.7 charge=-1 fmax_ev_per_a=3.16 gap_ev=8.9 e_tot_ev=-42559.3256
C -8.94300 2.82300 4.13300 -0.42
O -9.02300 3.63600 5.04700 -0.10
O -9.90800 1.84000 4.01200 1.70
O -8.09100 2.88200 3.24100 -0.45
H -10.48800 1.93700 4.77800 -0.57
O -5.89700 3.01900 6.06900 -0.63
H -6.78500 3.31100 6.49700 0.48
H -5.19300 3.44800 6.56000 0.23
O -8.37300 1.36300 6.76500 -0.83
H -7.80900 0.92800 6.11500 0.50
H -8.78500 2.02300 6.26000 0.08
O -6.20600 3.79200 1.72500 -0.81
H -7.04000 3.66000 2.26200 0.65
H -5.73600 4.52900 2.10200 0.28
O -10.93600 0.07600 6.87000 -0.70
H -10.20000 0.61400 7.17900 0.34
H -11.71600 0.61700 7.03200 0.28
O -6.39700 0.27800 4.84000 -0.61
H -6.94800 0.44100 4.06000 0.36
H -6.13900 -0.62700 4.83000 0.24
O -5.90300 1.08100 1.99000 -0.63
H -6.08100 2.01200 1.98400 0.35
H -6.02800 0.82100 1.02400 0.29
O -8.40600 6.83300 5.74200 -0.71
H -8.05600 6.19400 5.08700 0.37
H -7.76100 6.82600 6.43300 0.31
O -8.03700 5.75500 2.98200 -0.57
H -8.01100 6.66300 2.81600 0.25
H -8.97800 5.54200 3.00200 0.29
O -9.98400 2.64500 1.11600 -0.84
H -10.07100 1.72200 0.90100 0.33
H -9.52200 2.71100 1.96800 0.35
O -11.12200 0.11800 1.53100 -0.67
H -10.76300 -0.16400 2.39000 0.41
H -10.66300 -0.47600 0.91300 0.32
O -10.83000 5.73600 5.71700 -0.81
H -10.01800 6.19400 5.82700 0.51
H -10.55600 4.81600 5.59300 0.06
O -13.02000 1.19100 4.35300 -0.70
H -12.71200 1.79400 5.01000 0.27
H -13.66800 0.65900 4.78900 0.33
O -8.40200 -0.19600 2.89300 -0.67
H -8.16000 0.31900 2.12600 0.43
H -8.66700 0.48800 3.48500 0.09
O -12.26100 2.68300 2.21100 -0.78
H -12.22900 2.05200 2.96000 0.27
H -11.40000 2.77000 1.82500 0.52
O -10.98200 -0.83900 4.10600 -0.61
H -10.99100 -0.30600 4.88300 0.22
H -11.87100 -1.24800 4.18000 0.26
O -11.77100 2.91700 5.93400 -0.75
H -11.95400 3.73000 5.43900 0.26
H -11.45000 3.21400 6.79900 0.24
O -7.83000 4.33100 7.21700 -0.76
H -8.24500 3.87300 7.95600 0.31
H -8.39900 4.27500 6.41300 0.42

Record 9
9
Properties=species:S:1:pos:R:3:mulliken_charge:R:1 method="wB97M-V/def2-TZVPD" relative_energy_kcal_mol=87.0 charge=0 fmax_ev_per_a=3.97 gap_ev="7.7 / 7.7" e_tot_ev=-145940.7878
B 0.55009 0.03036 -0.19816 0.58
C 2.26399 -0.09304 -0.31026 0.01
O 0.16270 1.23851 -0.79246 -0.60
O -0.15078 -1.09259 -0.54521 -0.66
Br 3.12816 -1.64521 0.08640 0.05
Br 3.13735 1.51130 -0.01805 0.04
H 0.88518 0.23682 1.16580 0.03
H -0.65657 1.21201 -1.15971 0.26
H -0.34972 -1.59254 -1.30239 0.30

Record 10
8
Properties=species:S:1:pos:R:3:mulliken_charge:R:1 method="wB97M-V/def2-TZVPD" relative_energy_kcal_mol=80.5 charge=+1 fmax_ev_per_a=3.85 gap_ev=7.0 e_tot_ev=-162972.3959
C -1.27509 0.13756 0.20081 -0.71
P -0.01851 -0.95502 0.75821 0.34
Cl 3.52794 2.01165 -0.52542 -0.07
Br 0.23709 -2.55703 -0.67337 0.11
Br 2.37487 0.38929 -0.45179 0.24
H -1.95086 -0.32946 0.95225 0.33
H -1.69757 0.20188 -0.81306 0.37
H -1.19786 1.10112 0.55236 0.40

Record 11
7
Properties=species:S:1:pos:R:3:mulliken_charge:R:1 method="wB97M-V/def2-TZVPD" relative_energy_kcal_mol=70.3 charge=0 fmax_ev_per_a=3.45 gap_ev="8.1 / 8.1" e_tot_ev=-150457.6754
C -0.26006 -0.07802 0.54132 -0.75
P 0.56251 1.36570 -0.14935 0.18
Br -2.68124 0.66693 0.07479 -0.23
Br 2.64480 0.53859 0.10732 -0.18
H -0.53655 -0.47363 1.45961 0.50
H -0.07863 -0.77290 -0.24799 0.38
H 0.71228 0.69156 -1.45252 0.10

Record 12
8
Properties=species:S:1:pos:R:3:mulliken_charge:R:1 method="wB97M-V/def2-TZVPD" relative_energy_kcal_mol=3.2 charge=+1 fmax_ev_per_a=1.82 gap_ev=8.6 e_tot_ev=-212694.8790
C -0.02061 -1.14474 0.51214 0.37
N 1.07925 -0.43855 0.52053 -0.26
Br -0.24345 -2.38795 -0.94124 0.10
Br -0.91729 1.97748 -0.99381 -0.25
Br -1.38985 -1.15581 1.73278 0.20
H -1.54006 3.21778 -1.53420 0.28
H 1.18926 0.51361 0.81291 0.29
H 1.84276 -0.58184 -0.10911 0.27

Record 13
10
Properties=species:S:1:pos:R:3:mulliken_charge:R:1 method="wB97M-V/def2-TZVPD" relative_energy_kcal_mol=9.3 charge=0 fmax_ev_per_a=4.33 gap_ev=9.5 e_tot_ev=-100069.8190
C -3.79361 0.39959 0.88348 -0.01
N 1.06883 -0.14300 2.14220 -0.44
O 1.80571 -0.12755 -0.21375 -0.39
O -4.20048 -0.31849 1.69814 -0.33
S 1.11221 -0.93319 0.68419 0.50
Cl -4.28227 0.33098 -0.77140 -0.12
Br -1.07397 -0.42254 -0.13411 -0.15
H -3.07622 1.19897 1.16287 0.40
H 0.60443 -0.47701 2.92796 0.26
H 0.91576 0.86158 1.94332 0.29

Record 14
7
Properties=species:S:1:pos:R:3:mulliken_charge:R:1 method="wB97M-V/def2-TZVPD" relative_energy_kcal_mol=66.1 charge=0 fmax_ev_per_a=1.68 gap_ev="7.8 / 8.2" e_tot_ev=-92937.4768
C 0.34602 0.32658 0.69763 -0.83
P 2.77152 1.34422 -1.31841 0.27
Cl 2.23975 2.04334 -3.14660 -0.18
Br 2.57839 3.00739 -0.02092 -0.09
H 0.28197 -0.70032 1.03419 0.26
H -0.50994 0.74587 0.16021 0.29
H 0.94311 1.13529 1.18480 0.29

Record 15
8
Properties=species:S:1:pos:R:3:mulliken_charge:R:1 method="wB97M-V/def2-TZVPD" relative_energy_kcal_mol=17.1 charge=0 smiles="C[P@@](=S)(Cl)Br" fmax_ev_per_a=6.10 gap_ev=9.1 e_tot_ev=-103775.2614
C -1.24175 -0.33756 0.04604 -0.93
P 0.90304 0.28642 -0.21207 0.54
S 1.53044 1.26841 -1.74741 -0.31
Cl 1.10563 1.31609 1.55217 -0.19
Br 1.95779 -1.55050 0.25738 -0.13
H -1.59734 0.78492 -0.19067 0.32
H -1.38389 -0.99137 -0.73508 0.33
H -1.27392 -0.77641 1.02963 0.36

Record 16
6
Properties=species:S:1:pos:R:3:mulliken_charge:R:1 method="wB97M-V/def2-TZVPD" relative_energy_kcal_mol=14.6 charge=0 smiles="C=O.Br" fmax_ev_per_a=2.36 gap_ev=10.9 e_tot_ev=-73174.4833
C -0.41689 -1.05553 -1.27233 -0.04
O -0.55269 -1.50068 -0.14030 -0.39
Br 0.82783 1.49152 2.14733 -0.22
H 0.23140 -0.15643 -1.52272 0.19
H 0.79554 2.76828 2.96274 0.21
H -0.88520 -1.54716 -2.17472 0.24

Record 17
8
Properties=species:S:1:pos:R:3:mulliken_charge:R:1 method="wB97M-V/def2-TZVPD" relative_energy_kcal_mol=8.5 charge=0 smiles="CS(=O)(=O)Br" fmax_ev_per_a=5.37 gap_ev=11.2 e_tot_ev=-86057.3007
C -0.42806 0.63976 -0.53609 -0.84
O 1.05928 0.25745 1.62924 -0.51
O -0.65480 -1.42880 1.13269 -0.51
S 0.27469 -0.45395 0.69991 0.98
Br 1.58877 -1.49338 -0.65674 -0.13
H 0.01921 1.52779 -0.55287 0.37
H -1.51463 0.78109 -0.14710 0.27
H -0.34447 0.17005 -1.56903 0.36